# 1
Here is an isolated molecule of C5H7N in a non-equilibrium geometry from OMol25. Energies are from ωB97M-V/def2-TZVPD.

```
13
Properties=species:S:1:pos:R:3:forces:R:3
C -1.64630 -0.79504 -1.31437 -1.42 0.13 1.59
C -1.31117 -0.16745 -0.16676 1.70 1.45 -2.89
C 0.06752 0.60430 -0.21653 -0.74 -1.78 1.28
C 0.89084 -0.07581 0.90938 1.00 -1.57 -1.14
C 2.26671 0.42584 1.08135 -0.41 -0.42 -0.62
N 3.33538 0.83098 1.16467 0.23 0.13 0.12
H -2.63861 -1.27579 -1.50603 1.08 0.35 0.36
H -0.93636 -0.77848 -2.12027 0.10 -0.14 -0.28
H -1.89019 0.06071 0.71239 -0.42 -0.53 0.05
H -0.00283 1.63470 0.01943 -0.61 1.11 0.60
H 0.54816 0.65738 -1.18773 0.04 -0.87 -0.18
H 0.44248 0.11093 1.85022 -0.87 0.12 0.94
H 0.87437 -1.23226 0.77426 0.33 2.01 0.15
```
Positions in Å, forces in eV/Å.

As for the SMILES: C=CCCC#N. The molar mass comes out at 81.1 g/mol. Its HOMO-LUMO gap is 0.411 Ha. Its strongest force on any atom is 0.0710 Eh/bohr. The calculation puts the HOMO energy at -10.3 eV.

Here are the Mulliken charges for atoms 1 to 5, given in e: -0.68, -0.13, -0.70, -0.37, 0.13



# 2
Here is a cluster of 6 separate species, C10H33NO6 in total in a non-equilibrium geometry from OMol25. Energies are from ωB97M-V/def2-TZVPD.

```
50
Properties=species:S:1:pos:R:3:forces:R:3
C -2.74272 -2.57273 5.38403 -0.89 0.12 -0.49
O -1.51019 -2.33367 4.76162 0.59 0.40 0.02
C -1.62385 -2.16852 3.35813 0.58 1.59 -0.43
C -2.22101 -0.77618 2.87516 -0.83 -1.17 1.53
C -2.39202 -0.64260 1.39849 0.76 -0.57 -0.28
N -1.41476 0.36626 3.37602 -0.10 -0.75 -0.25
H -2.71389 -2.71673 6.46409 0.78 -0.07 -0.13
H -3.19061 -3.45078 4.91871 -0.31 -0.18 0.12
H -3.40250 -1.71981 5.22488 -0.30 0.05 -0.04
H -0.60641 -2.11180 2.97121 0.31 -0.20 0.25
H -2.03745 -3.06185 2.89015 -0.69 0.16 -0.07
H -3.20415 -0.59152 3.30810 -0.39 -0.73 0.17
H -2.83275 0.34282 1.24746 0.12 -0.13 -0.65
H -2.96040 -1.44433 0.92703 -0.49 0.16 0.28
H -1.40431 -0.75256 0.95079 0.07 0.58 -0.32
H -2.09079 1.11653 3.36259 0.26 0.63 -0.07
H -1.26798 0.19825 4.36107 0.37 -0.05 0.32
C 3.23724 -1.34871 -4.67860 0.28 0.78 -0.89
C 2.58423 -0.36937 -3.72689 0.45 0.34 -0.35
O 2.70515 0.96729 -4.23257 0.16 -1.45 -0.88
H 2.86047 -1.19394 -5.68964 -0.19 -0.15 -0.07
H 3.11946 -2.39810 -4.40839 -0.02 0.12 0.20
H 4.28918 -1.06768 -4.72892 0.17 -0.34 0.01
H 3.16977 -0.50774 -2.81799 -0.53 0.34 0.59
H 1.53553 -0.64872 -3.62538 -0.17 0.09 0.48
H 2.62270 1.64192 -3.55457 -0.15 0.22 0.86
C 1.37355 -0.56734 -0.28296 -0.12 -0.87 0.74
C 1.44300 -0.31779 1.26372 -0.93 1.02 -2.38
O 0.72062 0.89479 1.56251 1.07 -0.48 -0.47
H 2.03510 -1.40687 -0.49656 0.46 0.17 -0.22
H 1.58605 0.28036 -0.93439 0.29 0.11 0.36
H 0.41303 -0.97176 -0.60225 -0.39 0.28 0.24
H 2.49724 -0.18382 1.50603 -0.13 -0.27 0.55
H 0.92662 -1.15643 1.73079 0.58 -0.07 0.40
H -0.00706 0.65622 2.14146 -0.63 0.24 0.80
C -1.77254 1.28098 -1.51974 -0.25 -0.54 -0.97
C -1.10028 1.31727 -2.90828 -0.23 -0.24 1.39
O -0.45964 2.56237 -3.11121 -0.50 0.32 -0.40
H -1.08917 1.49856 -0.69891 -0.04 -0.05 -0.08
H -2.17006 0.26794 -1.45770 0.29 -0.32 0.46
H -2.69009 1.86562 -1.45345 0.30 0.59 -0.11
H -1.85784 1.07639 -3.65405 0.02 0.30 -0.25
H -0.34958 0.52778 -2.94363 0.10 -0.15 -0.03
H -0.46561 2.73634 -4.05530 0.21 0.15 -0.09
O 2.19872 2.89525 -2.32844 0.65 -0.06 -0.91
H 1.25920 2.97327 -2.49407 -0.59 -0.02 -0.14
H 2.26919 2.81970 -1.37683 -0.03 0.10 0.75
O 2.09943 2.98712 0.34102 0.43 0.47 -0.16
H 1.62751 2.30194 0.81436 -0.68 -0.58 0.48
H 3.00473 2.90625 0.64124 0.28 0.13 0.15
```
Positions in Å, forces in eV/Å.

As for the SMILES: COC[C@H](C)N.CCO.CCO.CCO.O.O. The molar mass comes out at 263.4 g/mol. Its HOMO-LUMO gap is 0.366 Ha. Its strongest force on any atom is 0.0535 Eh/bohr. The calculation puts the HOMO energy at -9.4 eV.

Here are the Mulliken charges for atoms 1 to 5, given in e: -0.62, -0.39, -0.55, 0.33, -1.19



Copy entry 1 word for word.
Here is an isolated molecule of C5H7N in a non-equilibrium geometry from OMol25. Energies are from ωB97M-V/def2-TZVPD.

```
13
Properties=species:S:1:pos:R:3:forces:R:3
C -1.64630 -0.79504 -1.31437 -1.42 0.13 1.59
C -1.31117 -0.16745 -0.16676 1.70 1.45 -2.89
C 0.06752 0.60430 -0.21653 -0.74 -1.78 1.28
C 0.89084 -0.07581 0.90938 1.00 -1.57 -1.14
C 2.26671 0.42584 1.08135 -0.41 -0.42 -0.62
N 3.33538 0.83098 1.16467 0.23 0.13 0.12
H -2.63861 -1.27579 -1.50603 1.08 0.35 0.36
H -0.93636 -0.77848 -2.12027 0.10 -0.14 -0.28
H -1.89019 0.06071 0.71239 -0.42 -0.53 0.05
H -0.00283 1.63470 0.01943 -0.61 1.11 0.60
H 0.54816 0.65738 -1.18773 0.04 -0.87 -0.18
H 0.44248 0.11093 1.85022 -0.87 0.12 0.94
H 0.87437 -1.23226 0.77426 0.33 2.01 0.15
```
Positions in Å, forces in eV/Å.

As for the SMILES: C=CCCC#N. The molar mass comes out at 81.1 g/mol. Its HOMO-LUMO gap is 0.411 Ha. Its strongest force on any atom is 0.0710 Eh/bohr. The calculation puts the HOMO energy at -10.3 eV.

Here are the Mulliken charges for atoms 1 to 5, given in e: -0.68, -0.13, -0.70, -0.37, 0.13



Which formula does entry 2 have? C10H33NO6